1.
DFT (ωB97M-V/def2-TZVPD) results for a 2-piece molecular cluster, CH4NO2S overall.

```
9
Properties=species:S:1:pos:R:3:lowdin_charge:R:1
C 1.76080 -0.51728 -0.02466 0.05
N -1.55112 1.58741 -0.36110 -0.29
O -1.53858 -0.48079 1.18841 -0.49
O -1.84829 -0.70372 -1.22749 -0.50
S -1.23870 0.03890 -0.12991 0.41
H 1.98816 -1.04330 -0.92586 -0.01
H 2.34743 0.20734 0.36452 -0.06
H 1.50151 -1.24304 0.69753 -0.03
H -1.42122 2.15449 0.41856 -0.10
```

Values from the calculation:
calculated total energy: -17519.18995 eV
HOMO level (alpha / beta): -2.443 / -4.127 eV
2S+1: 3
energy above the lowest of the compared OMol25 structures with the same formula, charge and spin: 22.2 kcal/mol
charge: -1

=====

2.
DFT (ωB97M-V/def2-TZVPD) results for C36H50I2N3O26S as an isolated structure.

```
118
Properties=species:S:1:pos:R:3:lowdin_charge:R:1
C 6.79878 -2.74035 1.43654 0.01
C 6.13960 -2.15125 0.21108 -0.33
C 6.52167 -2.58661 -1.19055 0.00
N 5.20368 -1.27913 0.25830 0.11
O 4.52607 -1.32058 1.55888 -0.03
C 3.39294 -2.04396 1.46485 -0.45
O 3.40826 -3.23633 1.45790 0.19
C 2.06572 -1.33849 1.42897 0.00
C 1.18845 -1.49644 2.49845 0.08
C -0.02935 -0.85107 2.45646 -0.20
C -1.04205 -1.01063 3.55490 -0.10
C -2.45050 -1.46653 3.07593 -0.17
C -2.49360 -2.31175 1.79786 -0.21
S -1.74067 -3.93079 2.00717 0.60
O -2.75934 -4.87593 2.30271 -0.24
O -0.69693 -3.88308 2.99055 -0.27
O -1.12604 -4.29140 0.58048 -0.13
N -0.32713 -0.06103 1.41355 0.14
C 0.46801 0.13558 0.34808 -0.16
C -0.04337 1.01479 -0.76899 -0.60
I -1.73373 2.15995 -0.15331 1.14
C 1.04022 1.97017 -1.44043 -0.76
C 1.26571 1.42655 -2.87529 -0.20
I 0.38222 4.01262 -1.73098 0.83
C 1.69190 -0.53210 0.33653 -0.15
N 2.58826 -0.43755 -0.76677 0.13
H 7.69831 -3.28148 1.14013 0.06
H 6.09591 -3.48118 1.83269 0.09
H 6.96341 -2.01672 2.22980 0.09
H 6.05648 -1.88542 -1.88279 0.08
H 6.09287 -3.57843 -1.34400 0.09
H 7.60540 -2.60088 -1.27970 0.08
H 1.41109 -2.10723 3.36139 0.15
H -0.67436 -1.79989 4.20704 0.11
H -1.10153 -0.11787 4.18235 0.14
H -2.89652 -2.02845 3.89721 0.13
H -3.11380 -0.61337 2.90914 0.12
H -2.10342 -1.82472 0.90240 0.09
H -3.54258 -2.52418 1.58445 0.11
H -0.44053 -3.63488 0.37946 0.09
H -1.24903 0.38462 1.45702 0.05
H -0.41184 0.34879 -1.55292 0.07
H 2.00190 1.92664 -0.94309 0.06
H 1.20817 0.34003 -2.86690 0.06
H 0.47248 1.77084 -3.53935 0.05
H 2.22435 1.73834 -3.28661 0.08
H 3.37200 0.16519 -0.53965 0.10
H 2.96304 -1.35630 -0.96664 0.10
C 0.87289 4.83624 4.41465 -0.10
C 1.47436 5.40146 3.14898 -0.09
O 0.84652 4.60598 2.13335 0.05
C -0.30825 4.13178 2.63181 -0.57
O -1.14250 3.57218 1.97987 -0.11
O -0.40798 4.36232 3.96063 0.04
H 0.75599 5.58062 5.19818 0.13
H 1.43925 3.99211 4.81015 0.14
H 1.21230 6.44800 2.98809 0.14
H 2.55503 5.29849 3.10921 0.14
C -4.19921 -0.82563 -1.80017 -0.13
C -4.77433 -1.34176 -3.09716 -0.09
O -3.80306 -0.89376 -4.05896 0.08
C -2.63254 -0.72073 -3.41899 -0.58
O -1.58490 -0.51517 -3.94860 0.15
O -2.78846 -0.80860 -2.07591 0.00
H -4.42031 -1.46830 -0.95250 0.13
H -4.52602 0.18664 -1.56967 0.11
H -4.82765 -2.43111 -3.13135 0.14
H -5.75632 -0.93372 -3.31393 0.12
C 8.91629 -6.81572 -2.52757 -0.12
C 9.92079 -5.87842 -3.15627 -0.10
O 9.74555 -4.68311 -2.38134 0.07
C 9.22539 -5.03850 -1.18640 -0.57
O 9.11636 -4.29894 -0.25595 0.13
O 8.84502 -6.33104 -1.17937 0.07
H 9.23449 -7.85412 -2.55097 0.14
H 7.92976 -6.74093 -2.98064 0.12
H 10.94903 -6.22481 -3.04297 0.14
H 9.72650 -5.69116 -4.20883 0.13
C -8.55660 2.74872 -2.12723 -0.11
C -8.92792 1.72036 -3.16804 -0.10
O -7.98494 0.66946 -2.90706 0.06
C -7.58680 0.78181 -1.62091 -0.57
O -6.93799 -0.04392 -1.05153 0.14
O -8.01393 1.93348 -1.07226 0.08
H -9.40788 3.32254 -1.77630 0.13
H -7.78692 3.43648 -2.47392 0.12
H -9.93684 1.32871 -3.03316 0.14
H -8.82710 2.09153 -4.18393 0.14
C 4.22800 -8.51810 -0.71066 -0.11
C 4.62625 -7.33589 -1.56727 -0.12
O 5.94196 -7.69682 -1.99500 0.03
C 6.04404 -9.05210 -1.92963 -0.56
O 6.95202 -9.67209 -2.37453 0.17
O 4.97695 -9.58694 -1.29435 0.07
H 3.16225 -8.72841 -0.74634 0.13
H 4.53271 -8.40225 0.33078 0.14
H 3.98894 -7.21997 -2.44621 0.13
H 4.64150 -6.39919 -1.01410 0.13
C -6.12263 6.86023 -2.90407 -0.12
C -6.82627 7.94979 -3.68200 -0.11
O -7.99998 7.28103 -4.15166 0.07
C -8.24948 6.24198 -3.32556 -0.57
O -9.24339 5.59087 -3.34393 0.16
O -7.21308 6.03995 -2.47038 0.05
H -5.56221 7.23976 -2.05357 0.13
H -5.45788 6.26138 -3.52947 0.13
H -7.12680 8.78835 -3.05189 0.14
H -6.23648 8.32604 -4.51356 0.14
C -1.94538 7.07635 4.91864 -0.13
C -3.44574 6.91032 4.83104 -0.12
O -3.85325 7.09646 6.18601 0.07
C -2.89824 7.83069 6.81666 -0.56
O -3.00962 8.29580 7.89826 0.18
O -1.79158 7.95565 6.03101 0.06
H -1.51605 7.51401 4.01850 0.13
H -1.43516 6.14031 5.13766 0.10
H -3.91615 7.67582 4.21085 0.13
H -3.74296 5.92937 4.46746 0.13
```

Values from the calculation:
calculated total energy: -122876.54551 eV
HOMO level: -10.835 eV
charge: +1